1.
A molecular structure, C23H18Cl48F3O3P at a distorted geometry, computed with the ωB97M-V functional and the def2-TZVPD basis.

Geometry as XYZ:
```
96
C23H18Cl48F3O3P, DFT the ωB97M-V functional and the def2-TZVPD basis
C -0.843 -4.740 1.501
C 0.182 -4.619 0.665
C 0.263 -5.414 -0.617
O -0.473 -6.357 -0.734
O 1.085 -5.093 -1.676
C 2.490 -4.808 -1.407
C 2.838 -3.303 -1.696
C 3.235 -2.475 -0.439
C 2.166 -1.330 -0.359
C 2.317 -0.210 0.676
C 1.033 0.662 0.848
P 0.060 0.820 -0.715
C -0.966 -0.733 -0.940
O -2.373 -0.485 -1.112
C -3.120 -1.575 -0.857
F -2.580 -2.695 -1.356
F -3.299 -1.771 0.466
F -4.331 -1.400 -1.374
H -1.791 -5.115 1.147
H -0.749 -4.413 2.530
H 0.968 -3.875 0.917
H 2.829 -5.147 -0.433
H 3.053 -5.389 -2.143
H 1.919 -2.899 -2.133
H 3.596 -3.209 -2.474
H 3.147 -3.100 0.459
H 4.274 -2.128 -0.453
H 1.221 -1.832 -0.110
H 2.144 -0.838 -1.335
H 2.562 -0.574 1.669
H 3.120 0.482 0.399
H 1.388 1.650 1.132
H 0.351 0.305 1.730
H -0.902 1.831 -0.468
H -0.535 -1.266 -1.793
H -0.858 -1.415 -0.087
C 1.782 2.809 -4.182
Cl 0.515 1.713 -3.649
Cl 2.511 2.210 -5.686
Cl 1.105 4.418 -4.456
Cl 3.051 2.911 -2.894
C -3.986 4.467 -0.846
Cl -5.057 3.071 -1.012
Cl -2.729 4.400 -2.086
Cl -4.931 5.950 -1.031
Cl -3.222 4.440 0.752
C 5.588 -2.045 -5.104
Cl 4.928 -3.096 -6.361
Cl 5.879 -2.993 -3.638
Cl 7.104 -1.334 -5.665
Cl 4.431 -0.756 -4.747
C -6.278 4.380 3.750
Cl -7.688 3.425 4.231
Cl -5.838 3.982 2.092
Cl -6.654 6.101 3.879
Cl -4.914 3.994 4.812
C 0.738 0.739 4.193
Cl 0.079 -0.596 3.178
Cl 0.517 2.323 3.442
Cl -0.111 0.784 5.739
Cl 2.452 0.425 4.475
C 8.760 1.279 -8.375
Cl 9.246 -0.088 -7.361
Cl 8.864 0.814 -10.075
Cl 7.098 1.734 -7.986
Cl 9.834 2.647 -8.070
C 4.027 -3.433 2.507
Cl 3.672 -3.772 4.196
Cl 4.587 -1.777 2.375
Cl 5.322 -4.495 1.933
Cl 2.517 -3.811 1.528
C -4.460 -5.748 3.683
Cl -5.185 -7.325 3.349
Cl -2.966 -5.568 2.739
Cl -5.591 -4.472 3.222
Cl -4.087 -5.624 5.406
C -4.199 -0.303 6.492
Cl -4.981 -1.541 5.515
Cl -4.326 1.261 5.675
Cl -4.986 -0.210 8.073
Cl -2.487 -0.700 6.704
C -2.059 8.792 0.530
Cl -0.769 7.594 0.368
Cl -2.675 9.212 -1.072
Cl -3.367 8.117 1.505
Cl -1.423 10.242 1.316
C -9.013 1.901 -1.026
Cl -10.699 2.358 -1.310
Cl -8.809 0.175 -1.327
Cl -7.968 2.825 -2.113
Cl -8.581 2.258 0.649
C 4.452 3.852 0.506
Cl 3.986 5.546 0.673
Cl 4.117 2.993 2.020
Cl 3.495 3.106 -0.843
Cl 6.174 3.744 0.128
```

Output
HOMO-LUMO gap ... 7.76 eV
Maximum force ... 9.79 eV/A
Lowest unoccupied orbital energy ... -0.0108 Ha
E_tot ... -648789.232 eV

The computed Löwdin charges, all in e, follow: number 1, C, carries -0.06; number 2, C, carries -0.12; number 3, C, carries -0.45; number 4, O, carries 0.13; number 5, O, carries -0.01; number 6, C, carries -0.15; number 7, C, carries -0.14; number 8, C, carries -0.29; number 9, C, carries -0.23; number 10, C, carries -0.30; number 11, C, carries -0.52; number 12, P, carries 0.92; number 13, C, carries -0.36; number 14, O, carries -0.01; number 15, C, carries -0.74; number 16, F, carries 0.16; number 17, F, carries 0.15; number 18, F, carries 0.18; number 19, H, carries -0.02; number 20, H, carries 0.05; number 21, H, carries -0.07; number 22, H, carries 0.08; number 23, H, carries 0.12; number 24, H, carries 0.11; number 25, H, carries 0.03; number 26, H, carries -0.23; number 27, H, carries 0.10; number 28, H, carries 0.08; number 29, H, carries 0.10; number 30, H, carries 0.00; number 31, H, carries 0.07; number 32, H, carries 0.00; number 33, H, carries -0.11; number 34, H, carries -0.05; number 35, H, carries 0.08; number 36, H, carries 0.08; number 37, C, carries -1.95; number 38, Cl, carries 0.50; number 39, Cl, carries 0.51; number 40, Cl, carries 0.54; number 41, Cl, carries 0.40; number 42, C, carries -2.03; number 43, Cl, carries 0.49; number 44, Cl, carries 0.53; number 45, Cl, carries 0.52; number 46, Cl, carries 0.47; number 47, C, carries -2.03; number 48, Cl, carries 0.54; number 49, Cl, carries 0.55; number 50, Cl, carries 0.49; number 51, Cl, carries 0.51; number 52, C, carries -2.02; number 53, Cl, carries 0.53; number 54, Cl, carries 0.48; number 55, Cl, carries 0.54; number 56, Cl, carries 0.49; number 57, C, carries -1.91; number 58, Cl, carries 0.64; number 59, Cl, carries 0.60; number 60, Cl, carries 0.51; number 61, Cl, carries 0.55; number 62, C, carries -2.05; number 63, Cl, carries 0.48; number 64, Cl, carries 0.53; number 65, Cl, carries 0.52; number 66, Cl, carries 0.53; number 67, C, carries -1.83; number 68, Cl, carries 0.57; number 69, Cl, carries 0.63; number 70, Cl, carries 0.57; number 71, Cl, carries 0.79; number 72, C, carries -2.01; number 73, Cl, carries 0.53; number 74, Cl, carries 0.64; number 75, Cl, carries 0.52; number 76, Cl, carries 0.52; number 77, C, carries -2.03; number 78, Cl, carries 0.52; number 79, Cl, carries 0.48; number 80, Cl, carries 0.53; number 81, Cl, carries 0.48; number 82, C, carries -2.06; number 83, Cl, carries 0.51; number 84, Cl, carries 0.52; number 85, Cl, carries 0.50; number 86, Cl, carries 0.53; number 87, C, carries -2.05; number 88, Cl, carries 0.52; number 89, Cl, carries 0.53; number 90, Cl, carries 0.50; number 91, Cl, carries 0.50; number 92, C, carries -1.95; number 93, Cl, carries 0.54; number 94, Cl, carries 0.52; number 95, Cl, carries 0.39; number 96, Cl, carries 0.54

***

2.
A molecular structure, C23H18F2N4O4SV at a distorted geometry, computed with the ωB97M-V functional and the def2-TZVPD basis.

Geometry as XYZ:
```
53
C23H18F2N4O4SV, DFT the ωB97M-V functional and the def2-TZVPD basis
V 1.806 2.571 -0.793
F 6.433 4.238 1.407
C 5.066 4.488 1.156
C 4.391 3.874 0.071
C 3.112 4.129 -0.124
C 2.387 4.989 0.704
C 2.971 5.386 1.916
F 2.227 5.793 3.057
C 4.304 5.222 2.102
C 0.947 5.122 0.272
C 0.056 6.230 0.455
C -1.083 6.187 -0.406
C -1.676 4.942 -0.669
C -0.866 3.781 -0.436
N 0.467 3.920 -0.200
H 4.892 3.081 -0.568
H 4.778 5.524 3.063
H 0.340 7.009 1.207
H -1.428 7.139 -0.758
H -2.529 4.970 -1.305
H -1.228 2.758 -0.643
O 1.378 2.685 -2.390
C 3.142 -1.115 -1.521
S 2.880 0.063 -0.211
O 1.476 0.595 -0.347
O 3.275 -0.441 1.143
O 3.556 1.215 -0.965
H 2.753 -0.806 -2.503
H 2.582 -2.004 -1.168
H 4.224 -1.381 -1.602
C 0.849 -5.696 -1.122
C 1.060 -4.416 -0.409
N 0.123 -3.818 0.228
C -1.158 -4.221 0.078
C -1.485 -5.275 -0.765
C -0.432 -6.120 -1.318
C -2.849 -5.717 -0.933
C -4.046 -5.322 -0.248
C -4.526 -4.067 0.282
C -5.796 -3.963 0.849
C -6.041 -2.835 1.568
N -5.115 -1.877 1.746
C -4.004 -2.005 1.026
N -3.792 -2.970 0.140
H 1.729 -6.129 -1.577
H 1.990 -3.911 -0.245
H -1.903 -3.643 0.597
H -0.762 -6.956 -1.925
H -2.913 -6.474 -1.742
H -4.830 -6.089 -0.267
H -6.428 -4.848 0.976
H -7.007 -2.600 2.048
H -3.294 -1.213 1.071
```

Output
Net charge ... -1
HOMO-LUMO gap (alpha / beta) ... 2.45 / 4.39 eV
Maximum force ... 6.52 eV/A
Lowest unoccupied orbital energy (alpha / beta) ... 0.0265 / 0.0245 Ha
Spin multiplicity ... 3
E_tot ... -80248.509 eV

The computed Löwdin charges, all in e, follow: number 1, V, carries 0.96; number 2, F, carries 0.01; number 3, C, carries -0.16; number 4, C, carries -0.07; number 5, C, carries -0.16; number 6, C, carries -0.13; number 7, C, carries -0.18; number 8, F, carries 0.01; number 9, C, carries 0.04; number 10, C, carries -0.16; number 11, C, carries 0.02; number 12, C, carries -0.04; number 13, C, carries -0.02; number 14, C, carries -0.04; number 15, N, carries -0.06; number 16, H, carries 0.13; number 17, H, carries 0.14; number 18, H, carries 0.13; number 19, H, carries 0.10; number 20, H, carries 0.10; number 21, H, carries 0.14; number 22, O, carries -0.34; number 23, C, carries -0.13; number 24, S, carries 0.60; number 25, O, carries -0.42; number 26, O, carries -0.30; number 27, O, carries -0.44; number 28, H, carries 0.09; number 29, H, carries 0.05; number 30, H, carries 0.09; number 31, C, carries -0.08; number 32, C, carries -0.22; number 33, N, carries 0.02; number 34, C, carries -0.10; number 35, C, carries -0.24; number 36, C, carries -0.06; number 37, C, carries -0.11; number 38, C, carries -0.09; number 39, C, carries -0.37; number 40, C, carries -0.08; number 41, C, carries -0.21; number 42, N, carries 0.01; number 43, C, carries -0.25; number 44, N, carries 0.07; number 45, H, carries 0.07; number 46, H, carries 0.06; number 47, H, carries 0.08; number 48, H, carries 0.09; number 49, H, carries 0.08; number 50, H, carries 0.07; number 51, H, carries 0.10; number 52, H, carries 0.09; number 53, H, carries 0.09

***

3.
2 unconnected molecules or ions with the total composition C23H18N6O4 at a distorted geometry, computed with the ωB97M-V functional and the def2-TZVPD basis.

Geometry as XYZ:
```
51
C23H18N6O4, DFT the ωB97M-V functional and the def2-TZVPD basis
N 0.158 -1.710 -3.183
C -0.928 -1.376 -2.884
C -2.280 -0.997 -2.540
C -2.604 -0.351 -1.325
C -3.948 -0.090 -1.040
N -4.551 0.532 0.064
O -4.195 1.040 1.114
O -5.952 0.499 -0.233
N -6.212 -0.080 -1.443
C -4.989 -0.430 -1.921
C -4.668 -1.054 -3.184
N -5.650 -1.393 -4.178
O -6.864 -1.156 -4.017
O -5.220 -1.942 -5.224
C -3.313 -1.317 -3.455
H -1.885 -0.043 -0.572
H -3.028 -1.777 -4.397
C 5.554 0.811 1.818
C 5.018 -0.297 1.163
C 3.859 -0.172 0.402
C 3.204 1.063 0.330
C 1.910 1.228 -0.424
N 0.836 1.600 0.488
C -0.050 2.743 0.195
C -1.275 2.390 1.024
N -1.209 0.903 1.110
C 0.048 0.582 1.006
C 0.676 -0.688 1.434
C 0.540 -1.883 0.716
C 1.228 -3.012 1.159
C 1.969 -2.972 2.346
C 2.064 -1.781 3.073
C 1.376 -0.653 2.651
C 3.732 2.173 0.993
C 4.905 2.046 1.737
H 6.466 0.711 2.400
H 5.500 -1.271 1.235
H 3.423 -1.034 -0.110
H 1.983 2.040 -1.160
H 1.632 0.286 -0.926
H 0.433 3.675 0.501
H -0.332 2.771 -0.875
H -1.176 2.831 2.033
H -2.238 2.677 0.583
H -0.097 -1.900 -0.175
H 1.160 -3.930 0.581
H 2.450 -3.871 2.714
H 2.662 -1.737 3.984
H 1.377 0.266 3.245
H 3.200 3.128 0.924
H 5.304 2.921 2.244
```

Output
HOMO-LUMO gap ... 6.26 eV
Maximum force ... 3.37 eV/A
Lowest unoccupied orbital energy ... -0.0871 Ha
E_tot ... -41264.821 eV
Relative energy (zero: lowest compared OMol25 entry of this formula, charge and spin) ... 0.0 kJ/mol

The computed Löwdin charges, all in e, follow: number 1, N, carries 0.17; number 2, C, carries -0.17; number 3, C, carries -0.18; number 4, C, carries 0.10; number 5, C, carries -0.08; number 6, N, carries -0.12; number 7, O, carries 0.09; number 8, O, carries 0.05; number 9, N, carries 0.14; number 10, C, carries -0.15; number 11, C, carries -0.05; number 12, N, carries -0.31; number 13, O, carries 0.09; number 14, O, carries 0.04; number 15, C, carries 0.08; number 16, H, carries 0.09; number 17, H, carries 0.14; number 18, C, carries -0.09; number 19, C, carries -0.08; number 20, C, carries -0.05; number 21, C, carries -0.22; number 22, C, carries -0.11; number 23, N, carries -0.06; number 24, C, carries -0.13; number 25, C, carries -0.18; number 26, N, carries 0.07; number 27, C, carries -0.31; number 28, C, carries -0.16; number 29, C, carries -0.03; number 30, C, carries -0.07; number 31, C, carries -0.08; number 32, C, carries -0.08; number 33, C, carries -0.02; number 34, C, carries -0.04; number 35, C, carries -0.08; number 36, H, carries 0.10; number 37, H, carries 0.10; number 38, H, carries 0.11; number 39, H, carries 0.13; number 40, H, carries 0.12; number 41, H, carries 0.12; number 42, H, carries 0.12; number 43, H, carries 0.12; number 44, H, carries 0.10; number 45, H, carries 0.10; number 46, H, carries 0.11; number 47, H, carries 0.10; number 48, H, carries 0.11; number 49, H, carries 0.13; number 50, H, carries 0.11; number 51, H, carries 0.10